A molecular structure, C19H35N3O3PRhS in a non-equilibrium geometry. Source: the OMol25 dataset; level of theory: wB97M-V/def2-TZVPD.

Output
2S+1 ... 2
Lowest unoccupied orbital energy (alpha / beta) ... 2.7 / 2.7 eV
Maximum force ... 0.039 hartree/bohr
Charge ... -1
Kohn-Sham gap (alpha / beta) ... 6.3181 / 6.1879 eV
ΔE to the lowest compared entry with this formula, charge and spin ... 0.704 eV

Positions of all 63 atoms, in Å:
Rh: 2.17634 0.63241 0.99522
O: 3.10958 -0.98112 -0.25697
N: 2.63118 -2.17367 0.02049
C: 2.83632 -3.12808 -0.90760
C: 2.62514 -4.45351 -0.64607
C: 2.21073 -4.83601 0.63012
C: 2.03704 -3.86460 1.57466
C: 2.25470 -2.50222 1.28862
S: 1.99615 -1.27421 2.45848
H: 3.18133 -2.74093 -1.85438
H: 2.79206 -5.17736 -1.43127
H: 2.02119 -5.87523 0.86591
H: 1.72111 -4.11690 2.57698
N: 4.34106 0.80468 1.59556
C: 4.86157 2.16433 1.77941
C: 3.81817 3.26008 1.46449
O: 4.20986 4.42531 1.55819
O: 2.66860 2.83740 1.15314
H: 4.48371 0.19663 2.38973
H: 4.70779 0.34369 0.77275
H: 5.72228 2.35297 1.13804
H: 5.17720 2.31694 2.81047
C: -2.88564 2.39048 -1.62335
C: -1.41604 2.10119 -1.29963
C: -0.77341 3.30382 -0.59423
C: -0.64302 1.91870 -2.61245
P: -1.06685 0.55083 -0.22482
N: 0.34302 0.58241 0.29436
C: -2.34208 0.51197 1.20681
C: -3.77817 0.12911 0.83226
C: -2.34584 1.90975 1.84048
C: -1.80347 -0.43680 2.28311
C: -1.32885 -1.01361 -1.30858
C: -1.37970 -2.21589 -0.35658
C: -2.57590 -1.03168 -2.20009
C: -0.06456 -1.19871 -2.15873
H: -2.93900 3.23851 -2.31709
H: -3.45595 2.66173 -0.73561
H: -3.37745 1.54170 -2.10021
H: -0.67554 4.12594 -1.31259
H: 0.22180 3.04698 -0.22802
H: -1.36208 3.66848 0.24346
H: -0.60715 2.87804 -3.14006
H: -1.11558 1.19669 -3.27714
H: 0.38212 1.60768 -2.40584
H: -4.18313 0.76508 0.04536
H: -4.42060 0.24309 1.71446
H: -3.85486 -0.90910 0.50793
H: -2.86927 2.64208 1.22877
H: -1.32430 2.24968 2.01784
H: -2.86094 1.85979 2.80652
H: -1.91146 -1.48694 2.02385
H: -2.35568 -0.26564 3.21532
H: -0.74622 -0.23803 2.46159
H: -2.32312 -2.27854 0.18366
H: -0.55359 -2.17297 0.35770
H: -1.27402 -3.13710 -0.94216
H: -3.49086 -0.87339 -1.62935
H: -2.65434 -2.01155 -2.68847
H: -2.52906 -0.27941 -2.98710
H: 0.82171 -1.01112 -1.54930
H: -0.03398 -0.54081 -3.02342
H: -0.03007 -2.23307 -2.52467

Atomic forces in eV per Å
1.689 0.394 1.016
-0.595 0.403 -0.292
1.281 -0.580 0.431
-0.268 -0.277 -0.287
0.010 -0.100 -0.342
-0.014 -0.004 -0.023
-0.144 -0.008 0.023
-0.645 0.282 0.419
0.048 0.036 -0.458
0.008 0.001 0.019
-0.012 0.019 -0.007
0.048 0.003 0.003
0.007 0.095 0.025
-0.788 -0.141 -0.281
-0.100 0.108 -0.030
0.223 -0.188 0.084
-0.095 -0.106 -0.024
-0.869 0.173 -0.409
0.034 -0.008 0.026
0.118 -0.073 0.046
0.084 -0.047 0.040
0.043 -0.040 0.027
0.115 0.055 -0.041
-0.182 -0.242 0.040
0.021 0.002 -0.052
-0.016 0.075 0.035
0.316 0.002 0.143
0.103 0.078 0.094
-0.099 0.034 -0.322
0.056 0.008 0.123
-0.012 -0.084 0.057
-0.008 0.042 0.070
-0.282 0.207 0.025
0.070 -0.034 -0.107
0.116 -0.114 0.015
-0.002 -0.112 0.031
-0.016 -0.014 0.014
-0.010 0.015 -0.015
-0.026 0.031 -0.010
-0.034 -0.020 0.011
0.002 0.015 0.013
0.005 0.012 0.001
-0.025 -0.013 0.013
0.025 -0.004 -0.017
-0.005 0.003 -0.033
-0.033 -0.018 0.005
0.004 -0.010 -0.024
-0.013 0.015 0.012
0.017 0.032 0.010
-0.024 0.028 0.000
-0.008 -0.012 -0.027
0.006 0.013 0.021
-0.008 -0.005 -0.038
-0.006 -0.023 -0.011
0.022 -0.016 0.025
-0.048 -0.005 0.013
-0.020 0.024 0.003
-0.018 -0.010 -0.035
-0.015 0.031 -0.003
-0.009 -0.011 -0.004
-0.008 0.053 -0.033
0.013 -0.006 -0.002
-0.029 0.037 -0.005

---

5 unconnected molecules or ions with the total composition C19H35N4O in a non-equilibrium geometry. Source: the OMol25 dataset; level of theory: wB97M-V/def2-TZVPD.

Output
Lowest unoccupied orbital energy ... 2.5 eV
Maximum force ... 0.024 hartree/bohr
Charge ... -1
Kohn-Sham gap ... 5.5513 eV

Positions of all 59 atoms, in Å:
C: -1.64569 -0.52367 23.93949
C: -2.67364 -1.70173 24.08135
C: -3.09016 -2.22202 22.69720
O: -2.17945 -2.70046 24.83591
H: -0.91741 -0.80630 23.18772
H: -1.18021 -0.47090 24.92310
H: -2.14417 0.43355 23.73114
H: -3.59852 -1.24756 24.53571
H: -3.28673 -1.41103 21.97420
H: -3.95619 -2.87308 22.83349
H: -2.28849 -2.83239 22.26057
C: -5.29342 0.83774 21.35122
C: -5.63051 1.43278 22.68406
C: -7.13446 1.32318 23.03245
C: -7.57443 -0.04829 23.20977
N: -7.92622 -1.13019 23.36786
H: -5.85528 1.29341 20.53154
H: -5.39589 -0.24469 21.35179
H: -4.23942 1.04868 21.13913
H: -5.35241 2.48279 22.74286
H: -5.08208 0.86769 23.44142
H: -7.74929 1.83126 22.29182
H: -7.29012 1.81525 23.99832
C: -0.08676 -6.69834 23.08011
C: -1.02315 -5.96358 22.16223
C: -2.48698 -6.09426 22.59711
C: -2.95005 -7.48053 22.37319
N: -3.30373 -8.55854 22.20708
H: -0.39096 -7.73884 23.21228
H: -0.04376 -6.23778 24.07024
H: 0.93013 -6.70128 22.68089
H: -0.91702 -6.38760 21.15320
H: -0.75068 -4.92261 21.99832
H: -3.20303 -5.42558 22.12516
H: -2.57610 -5.93376 23.67751
C: 2.18752 3.40258 25.57531
C: 0.76605 3.32635 26.11834
C: 0.21699 1.88680 26.11255
C: -1.19349 1.82419 26.50043
N: -2.29857 1.79995 26.79880
H: 2.24604 3.05574 24.54284
H: 2.84800 2.75944 26.16375
H: 2.56905 4.42022 25.64411
H: 0.09217 3.95515 25.52905
H: 0.74838 3.75468 27.12374
H: 0.78112 1.24788 26.79788
H: 0.33073 1.44292 25.12134
C: 1.42780 -2.93463 22.13466
C: 0.86870 -1.99419 21.07504
C: 1.46206 -2.19219 19.68891
C: 2.91852 -2.05112 19.68537
N: 4.06119 -1.96384 19.71254
H: 0.90516 -2.76860 23.08191
H: 2.50113 -2.79196 22.25393
H: 1.23003 -3.97741 21.87312
H: 1.04828 -0.95630 21.37621
H: -0.21726 -2.06224 21.01638
H: 0.99358 -1.55349 18.94321
H: 1.25873 -3.22182 19.35945

Atomic forces in eV per Å
-0.839 -0.418 0.466
0.430 -0.300 0.416
0.002 0.281 -0.391
0.142 -0.085 -0.094
0.348 0.180 -0.235
0.166 0.076 -0.058
0.207 0.012 -0.280
0.001 0.123 -0.133
-0.314 -0.140 0.081
-0.106 0.099 -0.219
0.130 0.028 0.225
0.746 0.265 -0.652
-0.648 -0.459 0.532
0.650 0.502 0.491
-0.215 -0.429 -0.156
-0.007 0.083 -0.050
-0.187 -0.163 0.030
-0.213 -0.042 -0.083
-0.060 -0.150 -0.021
0.071 0.058 0.026
0.105 0.274 0.133
-0.096 -0.069 -0.088
-0.118 0.067 -0.130
0.499 0.001 0.480
-0.319 0.031 -1.182
-0.101 -0.703 0.521
0.046 0.559 0.051
-0.053 -0.308 -0.081
-0.033 0.000 -0.063
-0.083 0.040 -0.050
-0.024 -0.010 0.002
-0.169 -0.113 0.100
-0.118 0.166 0.586
0.233 0.184 -0.163
0.053 0.317 -0.111
-0.039 -0.266 0.185
-0.173 0.056 -0.075
0.188 0.150 0.153
0.384 0.007 -0.193
-0.324 0.125 0.161
-0.027 0.104 -0.038
0.015 0.052 -0.014
0.036 0.017 -0.118
0.086 -0.056 -0.066
-0.088 -0.214 0.060
0.004 0.060 -0.020
-0.149 0.002 -0.014
-0.479 -0.042 -0.015
-0.055 0.643 0.401
-0.111 -0.902 -0.163
-0.266 0.155 -0.126
0.257 0.050 -0.018
0.183 0.072 -0.031
0.019 -0.042 0.099
0.173 0.006 -0.099
0.071 -0.062 0.052
-0.049 -0.247 -0.060
0.183 0.244 0.008
0.031 0.131 0.029

---

5 unconnected molecules or ions with the total composition C19H35N4O6P in a non-equilibrium geometry. Source: the OMol25 dataset; level of theory: wB97M-V/def2-TZVPD.

Output
Lowest unoccupied orbital energy ... 0.7 eV
Maximum force ... 0.022 hartree/bohr
Charge ... 0
Kohn-Sham gap ... 9.3603 eV
SMILES string ... O=C(OP)c1ccccc1.CN(C)C=O.CN(C)C=O.CN(C)C=O.CN(C)C=O
ΔE to the lowest compared entry with this formula, charge and spin ... 0.000 eV

Positions of all 65 atoms, in Å:
O: 2.13038 -2.34348 0.84569
C: 1.92177 -1.16754 0.80153
O: 2.92712 -0.27816 1.02494
P: 3.71644 0.23272 -0.37439
C: 0.57034 -0.61916 0.55236
C: -0.43254 -1.49669 0.13367
C: -1.71346 -1.01244 -0.06992
C: -1.99171 0.33727 0.13626
C: -0.99720 1.22236 0.53761
C: 0.28556 0.72567 0.75510
H: 4.54894 1.19156 0.19753
H: 4.62896 -0.82965 -0.59881
H: -0.18299 -2.53406 -0.01951
H: -2.49608 -1.67638 -0.40551
H: -3.00391 0.66783 -0.03423
H: -1.22733 2.27009 0.67394
H: 1.05268 1.41178 1.07905
C: 6.91456 3.15897 -0.38086
O: 6.02936 2.42899 -0.79192
N: 8.16281 2.75307 -0.09602
C: 9.17896 3.66482 0.39172
C: 8.49806 1.35042 -0.28566
H: 6.75393 4.23514 -0.20582
H: 10.02481 3.68709 -0.29795
H: 9.53137 3.34290 1.37340
H: 8.76904 4.66865 0.47741
H: 8.34483 1.06796 -1.32747
H: 7.85458 0.72539 0.33384
H: 9.53690 1.18460 -0.01313
C: -3.56833 -0.34055 -3.29553
O: -3.33072 0.54617 -2.49816
N: -2.65723 -0.86389 -4.13638
C: -2.98302 -1.92352 -5.06900
C: -1.30010 -0.33970 -4.09594
H: -4.56680 -0.80136 -3.39021
H: -2.36795 -2.80310 -4.86831
H: -2.80093 -1.59181 -6.09335
H: -4.03102 -2.19839 -4.97002
H: -0.87630 -0.47607 -3.10014
H: -1.30583 0.72765 -4.31804
H: -0.68711 -0.86055 -4.82713
C: -3.95698 -5.15414 0.56437
O: -4.93937 -5.75782 0.17834
N: -2.74679 -5.70846 0.76786
C: -1.61024 -4.93260 1.22749
C: -2.58276 -7.12943 0.51566
H: -3.97886 -4.07228 0.78366
H: -0.80775 -4.98269 0.48890
H: -1.24586 -5.32822 2.17731
H: -1.89638 -3.89211 1.36636
H: -2.82036 -7.35475 -0.52452
H: -3.26045 -7.70260 1.14913
H: -1.55640 -7.41961 0.72506
C: -3.37186 3.51089 1.96245
O: -2.46937 3.88965 1.23937
N: -3.90622 4.23706 2.96055
C: -4.98138 3.73250 3.79114
C: -3.38231 5.57006 3.20710
H: -3.83348 2.51496 1.85261
H: -5.85723 4.37871 3.70537
H: -4.66589 3.70152 4.83593
H: -5.25439 2.72755 3.47696
H: -3.50252 6.18893 2.31764
H: -2.31882 5.51589 3.44109
H: -3.91521 6.02234 4.03950

Atomic forces in eV per Å
0.293 -0.642 -0.026
-0.398 -0.211 0.124
0.357 0.265 -0.091
-0.818 0.160 -0.777
-0.050 0.309 0.086
-0.066 0.333 0.072
0.308 0.075 0.083
0.006 -0.106 0.100
-0.003 -0.525 -0.063
-0.278 0.266 -0.156
0.235 -0.281 0.371
0.281 0.150 0.454
0.026 -0.113 -0.028
-0.110 -0.065 -0.037
-0.014 0.228 -0.084
0.042 -0.067 0.012
0.198 -0.068 0.024
-0.154 0.014 -0.061
0.209 0.124 -0.052
0.156 0.062 0.058
-0.025 -0.231 -0.054
-0.170 0.063 -0.037
0.015 0.004 0.005
0.038 0.065 0.043
0.048 0.071 0.010
-0.035 -0.001 -0.010
0.017 -0.055 0.013
0.027 -0.051 -0.020
0.016 0.044 0.015
-0.021 0.002 0.048
-0.124 0.035 -0.064
-0.011 -0.122 -0.101
0.186 0.136 0.068
-0.108 0.055 0.126
0.016 -0.005 -0.029
-0.045 -0.047 -0.060
-0.035 -0.075 -0.032
-0.014 0.018 0.027
0.047 0.036 -0.016
0.059 0.001 0.010
-0.034 -0.034 -0.020
-0.099 0.062 -0.021
0.041 -0.036 -0.005
0.093 0.106 0.065
-0.071 -0.257 -0.100
-0.156 0.079 -0.023
0.030 -0.005 0.012
0.089 0.077 0.086
0.080 0.074 0.001
-0.032 0.002 -0.006
0.009 -0.062 0.012
0.020 -0.054 -0.029
0.020 0.041 0.013
0.025 -0.097 -0.108
-0.088 0.216 0.119
-0.119 -0.029 0.097
0.132 0.196 -0.024
0.067 -0.097 -0.133
-0.004 0.001 0.026
-0.049 -0.057 0.047
-0.073 -0.042 0.023
0.021 -0.009 -0.028
0.029 0.046 0.029
0.002 0.061 0.004
-0.031 -0.035 0.013

---

Q: The highest maximum force belongs to which entry?
A: C19H35N3O3PRhS

---

Q: Look up the maximum force of the third one.
A: 0.022 hartree/bohr

---

Q: maximum force of number 2 (C19H35N4O)?
A: 0.024 hartree/bohr